No. 1
{
  "formula": "C3H5HgLiO3",
  "method": "wB97M-V/def2-TZVPD",
  "elements": ["H", "C", "H", "C", "O", "C", "Hg", "H", "H", "Li", "H", "O", "O"],
  "coordinates": [[-2.33, -1.04, 0.85], [1.50, -0.09, 0.27], [-0.82, -1.28, -1.02], [-1.26, -0.29, -0.85], [1.53, -1.29, 0.53], [-2.00, -0.12, 0.35], [1.71, 2.41, -0.30], [-0.62, 0.47, 0.95], [-2.76, 0.67, 0.31], [3.57, -1.06, 0.47], [-1.46, 0.41, -1.67], [0.38, 0.63, 0.11], [2.54, 0.60, 0.00]],
  "multiplicity": 2,
  "charge": 1,
  "e_homo_ev": [-12.4, -13.3],
  "s2": 0.75,
  "gap_ev": [8.4552, 7.6468]
}



No. 2
{
  "formula": "C3H5I",
  "method": "wB97M-V/def2-TZVPD",
  "elements": ["H", "H", "H", "C", "C", "H", "I", "C", "H"],
  "coordinates": [[-0.38, 2.34, 2.74], [-0.58, 0.57, -1.51], [1.20, 0.35, -1.25], [-0.80, 3.89, 1.22], [-0.98, 2.98, 2.16], [0.35, 1.25, -0.16], [0.21, -1.38, 0.34], [0.33, 0.44, -0.75], [-1.99, 2.90, 2.45]],
  "charge": 0,
  "e_homo_ev": -9.5,
  "gap_ev": 8.9789
}



No. 3
{
  "formula": "C3H5I3N",
  "method": "wB97M-V/def2-TZVPD",
  "elements": ["H", "H", "I", "H", "H", "C", "N", "I", "C", "I", "H", "C"],
  "coordinates": [[-1.09, 0.60, 0.50], [1.51, 0.92, -0.63], [1.17, -2.51, -0.57], [-1.18, -0.93, 1.02], [0.44, 0.06, 1.15], [0.94, 0.44, -1.45], [-0.49, -0.26, 0.52], [2.49, 1.87, -3.62], [0.99, 0.54, -2.76], [-0.09, -0.61, -4.12], [-0.72, -0.97, -1.45], [0.01, -0.64, -0.80]],
  "charge": 1,
  "e_homo_ev": -12.7,
  "gap_ev": 8.2809
}



No. 4
{
  "formula": "C3H5I3O",
  "method": "wB97M-V/def2-TZVPD",
  "elements": ["H", "I", "I", "C", "H", "H", "C", "O", "I", "H", "H", "C"],
  "coordinates": [[1.28, -0.42, -1.58], [-2.24, 1.31, -1.59], [0.71, 2.63, -0.08], [-0.23, -0.43, 0.06], [1.12, -1.84, -0.60], [1.97, -0.20, -0.09], [1.08, -0.69, -0.59], [-0.33, -0.96, 1.38], [-2.00, 1.58, 1.91], [0.62, -1.36, 1.56], [-1.08, -0.86, -0.46], [-0.90, 1.23, 0.07]],
  "charge": 0,
  "e_homo_ev": -9.1,
  "gap_ev": 8.4523
}



No. 5
{
  "formula": "C3H5IN2",
  "method": "wB97M-V/def2-TZVPD",
  "elements": ["N", "H", "H", "H", "I", "C", "C", "H", "N", "C", "H"],
  "coordinates": [[0.35, -0.15, -0.53], [0.88, 2.70, 0.26], [-0.75, 2.28, 1.17], [-1.17, -2.29, -0.83], [-0.07, -0.23, 2.48], [-0.09, 2.06, 0.32], [0.17, 0.59, 0.44], [-0.54, 2.18, -0.74], [0.71, -1.37, -0.78], [-0.06, -2.44, -0.81], [0.56, -3.35, -0.99]],
  "charge": 0,
  "e_homo_ev": -9.2,
  "gap_ev": 9.3925,
  "smiles": "C=N/N=C(/C)I"
}



No. 6
{
  "formula": "C3H5IN2O",
  "method": "wB97M-V/def2-TZVPD",
  "elements": ["H", "N", "N", "C", "H", "C", "H", "H", "H", "I", "C", "O"],
  "coordinates": [[-1.42, -0.86, -0.70], [1.40, -2.45, -0.19], [0.66, -1.78, -0.87], [-0.95, -0.11, -0.02], [-1.02, -0.32, 1.04], [0.56, -0.41, -0.47], [1.34, 0.12, 1.55], [0.70, 0.19, -1.39], [-1.39, 0.87, -0.40], [3.65, 0.23, -0.14], [1.66, -0.24, 0.61], [2.01, -1.91, 0.84]],
  "charge": 0,
  "e_homo_ev": -9.7,
  "gap_ev": 9.5753,
  "smiles": "C[C@@H]1N=NO[C@H]1I"
}



No. 7
{
  "formula": "C3H5IO",
  "method": "wB97M-V/def2-TZVPD",
  "elements": ["H", "C", "O", "I", "H", "H", "H", "H", "C", "C"],
  "coordinates": [[-0.36, 1.41, -0.53], [-0.59, -0.92, 0.65], [1.13, -1.31, -0.87], [-2.59, -0.94, -0.44], [-0.94, -0.11, 1.07], [-0.74, -1.76, 1.41], [1.33, 1.68, 0.40], [1.35, 1.38, -1.23], [0.75, 1.07, -0.32], [0.67, -0.51, -0.14]],
  "charge": 0,
  "e_homo_ev": -9.6,
  "gap_ev": 8.8843,
  "smiles": "CC(=O)CI"
}



No. 8
{
  "formula": "C3H5InO5",
  "method": "wB97M-V/def2-TZVPD",
  "elements": ["H", "C", "H", "H", "O", "O", "H", "O", "O", "C", "O", "In", "H", "C"],
  "coordinates": [[0.84, -0.47, 1.63], [1.56, -0.89, 0.91], [-1.65, 1.28, -2.24], [1.66, -2.98, 0.30], [2.64, -0.17, 0.62], [-1.94, 2.93, -0.46], [1.39, -1.84, -1.04], [-1.48, 1.07, 0.70], [-1.15, 1.06, -1.44], [-1.47, 1.82, -0.33], [-0.27, -2.28, 0.13], [-1.19, -0.71, 0.12], [3.09, -1.15, 0.98], [1.08, -2.09, -0.01]],
  "multiplicity": 2,
  "charge": 1,
  "e_homo_ev": [-12.3, -15.1],
  "s2": 0.75,
  "gap_ev": [5.6258, 8.4324]
}



No. 9
{
  "formula": "C3H5LaO2",
  "method": "wB97M-V/def2-TZVPD",
  "elements": ["La", "H", "H", "O", "H", "C", "C", "H", "H", "O", "C"],
  "coordinates": [[2.71, 0.81, -0.43], [1.27, -2.13, -0.83], [1.29, -1.84, 0.92], [-0.13, -0.77, -0.14], [-3.27, 1.11, 0.23], [-0.11, 0.48, -0.42], [1.26, -1.34, -0.06], [-2.37, -0.58, 0.49], [3.02, 2.73, 0.34], [-1.30, 1.05, -0.35], [-2.38, 0.49, 0.26]],
  "multiplicity": 2,
  "charge": 1,
  "e_homo_ev": [-11.7, -12.6],
  "s2": 0.76,
  "gap_ev": [6.4501, 7.4243]
}



No. 10
{
  "formula": "C3H5MgO3",
  "method": "wB97M-V/def2-TZVPD",
  "elements": ["H", "C", "O", "H", "O", "H", "O", "H", "Mg", "C", "C", "H"],
  "coordinates": [[-0.76, -1.62, -1.45], [1.01, 0.24, 0.14], [-0.21, 0.53, 0.63], [-1.17, -1.06, 1.50], [0.96, -0.80, -0.66], [0.10, 3.48, 0.20], [1.83, 1.13, -0.08], [-0.04, -2.50, -0.06], [1.67, 3.05, -0.39], [-1.06, -0.63, 0.51], [-0.28, -1.52, -0.47], [-2.03, -0.30, 0.12]],
  "charge": 1,
  "e_homo_ev": -14.0,
  "gap_ev": 8.8504
}



No. 11
{
  "formula": "C3H5MnO3",
  "method": "wB97M-V/def2-TZVPD",
  "elements": ["O", "H", "O", "H", "C", "H", "H", "C", "O", "H", "C", "Mn"],
  "coordinates": [[2.04, -0.22, 0.35], [0.60, 0.40, 0.76], [-1.32, -0.55, 0.45], [-3.21, 1.67, 0.62], [-2.07, 0.27, 1.10], [-0.53, 0.16, -1.21], [1.41, -0.76, -1.63], [-0.12, -0.12, -0.23], [-2.60, 1.07, 0.18], [1.02, -1.90, -0.23], [1.17, -0.85, -0.55], [3.61, 0.82, 0.39]],
  "multiplicity": 6,
  "charge": -1,
  "e_homo_ev": [-1.1, -0.3],
  "s2": 8.77,
  "gap_ev": [4.3247, 3.4994]
}



No. 12
{
  "formula": "C3H5N",
  "method": "wB97M-V/def2-TZVPD",
  "elements": ["C", "H", "C", "N", "C", "H", "H", "H", "H"],
  "coordinates": [[-2.17, -0.25, -0.04], [0.58, 1.22, -0.80], [-1.01, 0.05, -0.19], [1.34, -0.55, -0.19], [0.38, 0.51, 0.01], [1.24, -1.20, 0.62], [0.47, 1.03, 0.94], [2.30, -0.15, -0.23], [-3.13, -0.67, -0.11]],
  "charge": 0,
  "e_homo_ev": -9.6,
  "gap_ev": 10.5730,
  "smiles": "C#CCN"
}



No. 13
{
  "formula": "C3H5N2",
  "method": "wB97M-V/def2-TZVPD",
  "elements": ["C", "C", "N", "N", "H", "C", "H", "H", "H", "H"],
  "coordinates": [[-0.74, 0.77, 0.37], [-1.30, -1.40, 0.41], [-1.53, -0.16, 0.81], [0.17, 0.24, -0.39], [-2.46, 0.23, 1.37], [-0.25, -1.10, -0.68], [-0.46, 1.68, 0.68], [0.64, 0.55, -1.27], [-0.04, -1.59, -1.70], [0.49, -1.76, -0.25]],
  "charge": 1,
  "e_homo_ev": -14.5,
  "gap_ev": 8.7240
}



No. 14
{
  "formula": "C3H5N2",
  "method": "wB97M-V/def2-TZVPD",
  "elements": ["C", "H", "N", "C", "H", "C", "H", "H", "N", "H"],
  "coordinates": [[0.61, -0.03, -1.03], [-1.49, -1.16, 1.07], [-0.84, -0.55, 0.64], [-0.10, 0.53, 1.00], [-0.72, -1.67, -1.32], [-0.41, -0.90, -0.65], [-0.07, 1.01, 1.98], [1.41, 1.70, -0.06], [0.69, 0.92, -0.05], [1.34, -0.06, -1.74]],
  "charge": 1,
  "e_homo_ev": -14.8,
  "gap_ev": 10.7927,
  "smiles": "c1c[nH+]c[nH]1"
}



No. 15
{
  "formula": "C3H5N2O",
  "method": "wB97M-V/def2-TZVPD",
  "elements": ["H", "H", "H", "H", "C", "C", "C", "N", "H", "O", "N"],
  "coordinates": [[-0.58, -2.04, 0.82], [2.18, 0.82, 0.05], [-0.29, 1.92, 0.76], [-0.26, -1.80, -1.05], [1.28, 0.38, 0.08], [-0.07, 1.07, 0.01], [-0.19, -1.22, 0.04], [-0.95, -0.02, 0.29], [-0.03, 1.73, -1.02], [-2.30, 0.05, -0.01], [1.21, -0.91, 0.04]],
  "charge": -1,
  "e_homo_ev": -1.4,
  "gap_ev": 5.6657,
  "smiles": "[O-]N1CC=NC1"
}



No. 16
{
  "formula": "C3H5N2O",
  "method": "wB97M-V/def2-TZVPD",
  "elements": ["H", "H", "H", "C", "O", "H", "C", "N", "N", "H", "C"],
  "coordinates": [[-2.86, 0.78, 1.07], [1.14, -1.75, -0.20], [1.67, -0.76, 1.24], [1.38, 0.45, -0.61], [-2.76, -0.47, -0.47], [1.39, 0.35, -1.69], [1.24, -0.76, 0.25], [0.15, 0.14, 0.03], [-2.26, 0.25, 0.39], [1.93, 1.31, -0.24], [-1.03, 0.46, 0.23]],
  "charge": 1,
  "e_homo_ev": [-14.5, -14.5],
  "gap_ev": [8.9034, 8.9107],
  "smiles": "[O-][NH+]=C=[N+]1CC1"
}



No. 17
{
  "formula": "C3H5N2O",
  "method": "wB97M-V/def2-TZVPD",
  "elements": ["H", "H", "C", "H", "C", "N", "C", "N", "H", "H", "O"],
  "coordinates": [[-2.64, -1.76, -0.38], [0.20, 1.18, -1.21], [-1.91, -0.98, -0.26], [1.14, -0.97, -0.26], [0.54, 1.08, -0.17], [-2.40, 0.23, 0.14], [0.42, -0.37, 0.24], [-0.70, -1.27, 0.04], [1.06, 1.94, 0.21], [0.61, -0.37, 1.44], [-1.79, 1.29, 0.12]],
  "charge": 1,
  "e_homo_ev": -15.0,
  "gap_ev": 7.5281
}



No. 18
{
  "formula": "C3H5N2O",
  "method": "wB97M-V/def2-TZVPD",
  "elements": ["H", "H", "H", "O", "C", "C", "C", "H", "N", "H", "N"],
  "coordinates": [[1.39, 0.65, -1.35], [1.38, -0.93, 1.24], [2.56, -1.24, -0.27], [-1.20, -1.40, 0.10], [0.17, 1.20, -0.08], [1.79, -0.62, 0.22], [-1.74, -0.37, 0.08], [-1.68, 1.63, 0.26], [-1.09, 0.88, 0.11], [-2.78, -0.12, 0.08], [1.20, 0.31, -0.39]],
  "charge": 1,
  "e_homo_ev": [-14.1, -14.1],
  "gap_ev": [8.3051, 8.3062]
}



No. 19
{
  "formula": "C3H5N2O",
  "method": "wB97M-V/def2-TZVPD",
  "elements": ["C", "H", "C", "H", "N", "H", "H", "H", "C", "O", "N"],
  "coordinates": [[1.09, -1.00, 1.88], [-1.79, -0.33, -1.01], [-0.73, -0.10, -1.08], [-0.32, -0.59, -1.97], [0.66, -2.13, 1.39], [1.67, -0.95, 2.78], [-0.61, 1.09, -1.22], [0.78, 1.10, 1.10], [0.63, 0.04, 1.03], [-0.02, -1.90, 0.32], [-0.04, -0.55, 0.07]],
  "charge": 1,
  "e_homo_ev": -17.1,
  "gap_ev": 11.4838,
  "smiles": "C[n+]1ccno1"
}



No. 20
{
  "formula": "C3H5N2O",
  "method": "wB97M-V/def2-TZVPD",
  "elements": ["H", "H", "H", "C", "C", "C", "N", "H", "N", "O", "H"],
  "coordinates": [[-0.35, -1.15, 2.83], [2.11, -0.33, 0.10], [0.27, 1.92, -1.51], [-0.49, -1.24, 1.76], [-0.33, 0.99, -1.59], [0.90, -0.31, 0.24], [0.24, 0.23, -0.62], [-0.50, 0.75, -2.70], [0.75, -0.79, 1.45], [-1.41, -1.53, 1.09], [-1.20, 1.46, -1.06]],
  "multiplicity": 3,
  "charge": 1,
  "e_homo_ev": [-15.7, -15.8],
  "s2": 2.04,
  "gap_ev": [10.9882, 6.9230]
}



Values for relative energy (zero: lowest compared OMol25 entry of this formula, charge and spin), eV, ordered as above
0.0000, 4.0924, 0.0000, 0.3400, 1.2731, 2.4225, 1.0618, 2.0330, 0.0000, 0.0000, 0.9486, 2.0695, 5.1175, 0.7322, 1.7152, 6.8789, 7.7973, 4.1674, 3.8700, 1.1670